1.
{"formula": "C35H30IrN3O5SSi", "method": "ωB97M-V/def2-TZVPD", "orbital_gap_ev": [6.50, 4.57], "e_homo_ev": [-10.81, -10.81], "total_charge": 1, "spin_multiplicity": 2, "elements": ["Ir", "C", "O", "C", "C", "C", "C", "C", "C", "N", "N", "C", "C", "O", "C", "C", "C", "C", "C", "C", "C", "C", "H", "H", "H", "H", "H", "H", "H", "H", "H", "H", "H", "H", "H", "N", "C", "C", "C", "C", "C", "C", "S", "O", "O", "O", "H", "H", "H", "H", "H", "H", "C", "C", "C", "C", "C", "C", "Si", "C", "C", "C", "C", "C", "C", "H", "H", "H", "H", "H", "H", "H", "H", "H", "H", "H"], "coordinates": [[0.104731, 0.920973, -0.313884], [0.870592, 3.502311, 1.600817], [1.260230, 2.542972, 0.594235], [2.445925, 2.796328, -0.114641], [3.419280, 3.647336, 0.384360], [4.573242, 3.871045, -0.349733], [4.744577, 3.266632, -1.588468], [3.776088, 2.409462, -2.077135], [2.631346, 2.147084, -1.338220], [1.612753, 1.231104, -1.747916], [1.833178, 0.558236, -2.781183], [0.901952, -0.301355, -3.292111], [-0.387110, -0.543414, -2.759828], [-0.906260, 0.071259, -1.708655], [-1.233803, -1.492056, -3.389782], [-0.827254, -2.169080, -4.489462], [0.461041, -1.966175, -5.063264], [0.878969, -2.705129, -6.189247], [2.120141, -2.510797, -6.727627], [2.979069, -1.552825, -6.161637], [2.592179, -0.823770, -5.066741], [1.327640, -1.024431, -4.482070], [0.907084, 4.505900, 1.182127], [1.522070, 3.428388, 2.470062], [-0.147755, 3.252579, 1.879437], [3.289524, 4.134642, 1.339534], [5.331132, 4.533899, 0.044948], [5.631519, 3.463685, -2.174180], [3.881143, 1.931457, -3.040860], [-2.214797, -1.647029, -2.960270], [-1.488529, -2.897025, -4.944982], [0.204282, -3.439386, -6.612760], [2.442467, -3.091769, -7.580960], [3.959975, -1.393799, -6.590015], [3.259881, -0.091463, -4.638162], [1.539361, -0.208997, 0.751073], [1.275827, -0.684150, 2.100740], [0.901220, 0.222933, 3.079745], [0.627684, -0.224115, 4.354338], [0.754371, -1.584591, 4.631046], [1.124425, -2.493681, 3.658082], [1.386028, -2.029706, 2.377087], [0.447042, -2.115959, 6.273655], [-1.004688, -2.067189, 6.498867], [1.099570, -1.191542, 7.179675], [0.921627, -3.476406, 6.420040], [2.293493, 0.477197, 0.766729], [1.819283, -0.979444, 0.151143], [0.815246, 1.271655, 2.838975], [0.333256, 0.463158, 5.136255], [1.224594, -3.543261, 3.897621], [1.681099, -2.724752, 1.599271], [-2.311240, -3.639105, 2.673346], [-1.657372, -3.395641, 1.474522], [-1.490813, -2.089815, 1.028428], [-1.973426, -1.006954, 1.766682], [-2.661181, -1.277181, 2.956430], [-2.826236, -2.579825, 3.408986], [-1.733242, 0.783700, 1.229242], [-3.276010, 1.461073, 0.430403], [-3.875814, 2.620741, 0.931050], [-5.089440, 3.070296, 0.425982], [-5.710602, 2.374643, -0.599743], [-5.122045, 1.228163, -1.119454], [-3.913641, 0.778212, -0.612028], [-2.426031, -4.654089, 3.033317], [-1.279800, -4.222910, 0.884860], [-0.990225, -1.908964, 0.080859], [-3.081429, -0.458906, 3.532407], [-3.356129, -2.766945, 4.334400], [-1.548257, 1.581701, 2.478294], [-3.400506, 3.166871, 1.739235], [-5.550253, 3.960481, 0.834954], [-6.653747, 2.727479, -0.996815], [-5.609228, 0.687630, -1.921423], [-3.459274, -0.117591, -1.020009]], "forces_ev_per_angstrom": [[0.469, 1.034, 0.432], [-0.182, 0.092, 0.054], [0.201, -0.263, -0.147], [-0.016, 0.063, 0.139], [-0.049, -0.023, 0.107], [-0.026, 0.016, -0.098], [-0.023, -0.020, 0.003], [0.097, -0.015, -0.115], [-0.260, -0.188, 0.004], [0.216, -0.080, 0.089], [0.173, 0.404, -0.714], [-0.094, -0.361, 0.204], [0.234, 0.229, -0.251], [-0.366, -0.868, 0.367], [-0.150, 0.231, 0.069], [0.134, -0.095, -0.107], [-0.116, -0.067, -0.006], [-0.042, -0.048, -0.003], [0.057, 0.017, -0.002], [-0.040, -0.030, 0.002], [0.078, 0.014, 0.025], [0.047, 0.122, 0.228], [0.033, -0.016, -0.055], [0.040, -0.020, -0.020], [-0.006, -0.044, -0.023], [0.006, 0.009, -0.020], [-0.015, -0.002, -0.009], [0.002, -0.004, 0.016], [0.037, -0.014, 0.024], [0.029, 0.021, 0.027], [0.018, 0.009, -0.005], [-0.008, 0.031, 0.004], [-0.003, 0.027, -0.010], [-0.015, 0.012, -0.011], [0.017, -0.022, -0.013], [-0.927, 0.755, -0.059], [-0.028, -0.065, 0.087], [0.151, 0.131, -0.034], [0.143, -0.225, 0.011], [-0.008, 0.244, -0.100], [0.035, 0.054, 0.029], [0.105, -0.113, -0.131], [0.118, -0.485, 0.577], [0.075, 0.073, -0.022], [-0.180, 0.124, -0.185], [-0.145, 0.156, -0.255], [0.295, -0.269, 0.103], [0.046, -0.037, 0.008], [-0.037, -0.024, 0.045], [0.020, 0.025, -0.033], [-0.028, 0.014, 0.007], [-0.045, -0.020, 0.026], [-0.003, -0.042, 0.027], [-0.011, 0.054, -0.087], [-0.143, -0.004, 0.019], [-0.229, 0.116, 0.185], [0.075, -0.133, -0.101], [0.012, 0.071, 0.025], [0.305, -0.662, -0.382], [-0.118, 0.070, 0.064], [-0.051, -0.083, -0.071], [0.073, 0.057, -0.012], [-0.009, 0.016, -0.005], [0.044, 0.012, -0.059], [-0.008, 0.059, 0.071], [-0.030, 0.013, -0.026], [-0.004, 0.004, 0.011], [0.026, -0.023, 0.010], [0.049, -0.015, 0.035], [0.025, -0.007, -0.002], [0.012, 0.069, -0.016], [-0.040, -0.014, 0.021], [0.005, -0.003, -0.013], [-0.004, -0.025, 0.013], [0.003, 0.002, 0.014], [-0.047, -0.019, 0.023]]}

=====

2.
{"formula": "C35H31AsCl2NO5PS2V", "method": "ωB97M-V/def2-TZVPD", "orbital_gap_ev": [4.86, 4.86], "e_homo_ev": [-16.01, -16.01], "total_charge": 3, "spin_multiplicity": 1, "elements": ["V", "Cl", "C", "C", "C", "C", "C", "C", "P", "C", "C", "C", "C", "C", "C", "C", "C", "C", "C", "C", "C", "H", "H", "H", "H", "H", "H", "H", "H", "H", "H", "H", "H", "H", "H", "Cl", "C", "C", "C", "C", "O", "C", "C", "O", "C", "H", "H", "H", "H", "C", "As", "C", "C", "O", "H", "H", "H", "H", "H", "H", "H", "H", "H", "O", "S", "O", "N", "C", "S", "C", "C", "C", "C", "C", "C", "H", "H", "H", "H"], "coordinates": [[0.251856, 0.861964, 0.121073], [-0.412395, 3.031148, -0.687889], [-1.549828, 3.611072, 0.487247], [-1.774262, 4.961428, 0.668634], [-2.695846, 5.360659, 1.630090], [-3.388977, 4.421324, 2.379322], [-3.172002, 3.066818, 2.174899], [-2.243482, 2.648831, 1.225507], [-1.992166, 0.895986, 0.846942], [-2.280662, -0.002218, 2.377701], [-1.552041, 0.386572, 3.506550], [-1.793412, -0.223885, 4.722393], [-2.764442, -1.214117, 4.818431], [-3.486415, -1.598264, 3.698465], [-3.248166, -1.001429, 2.470464], [-3.152060, 0.429419, -0.442590], [-3.119755, -0.886985, -0.914142], [-4.047760, -1.301943, -1.850507], [-5.006664, -0.410283, -2.318330], [-5.027664, 0.900865, -1.861415], [-4.097928, 1.334391, -0.929300], [-1.252216, 5.693845, 0.069173], [-2.862183, 6.415517, 1.790616], [-4.110541, 4.743154, 3.115348], [-3.726461, 2.331946, 2.740816], [-0.832331, 1.195446, 3.421223], [-1.248731, 0.077380, 5.605234], [-2.966882, -1.677030, 5.772661], [-4.253275, -2.353342, 3.787265], [-3.825753, -1.277206, 1.598073], [-2.374558, -1.568477, -0.525418], [-4.028800, -2.319539, -2.213091], [-5.736071, -0.736505, -3.046165], [-5.773288, 1.591115, -2.230081], [-4.111436, 2.355254, -0.569067], [1.815365, -4.134523, -4.612209], [1.274640, -2.827135, -3.694103], [0.616354, -1.752062, -4.299341], [0.185200, -0.695814, -3.538952], [0.365624, -0.715989, -2.147874], [0.045784, 0.279244, -1.359624], [0.994636, -1.811233, -1.512944], [1.070509, -1.864220, -0.011073], [0.998364, -0.689231, 0.667079], [1.455630, -2.855553, -2.296591], [0.461597, -1.752901, -5.367965], [-0.305160, 0.157125, -3.988447], [1.901825, -2.485768, 0.344457], [2.063964, -3.639161, -1.872913], [1.861986, -0.338330, 3.648746], [2.034186, 1.299149, 2.624910], [2.081829, 2.799579, 3.848532], [3.617411, 1.335243, 1.524281], [0.718375, 1.589037, 1.572576], [2.866174, -0.754108, 3.762168], [1.218634, -1.057338, 3.145264], [1.466738, -0.091875, 4.635053], [2.914668, 2.675164, 4.543065], [1.151433, 2.853669, 4.419217], [2.220416, 3.726336, 3.286991], [4.483133, 1.384599, 2.189554], [3.590150, 2.232480, 0.899160], [3.677292, 0.437440, 0.905750], [-1.961287, -4.113410, -3.430426], [-1.577133, -5.187652, -2.560548], [-0.983061, -6.355246, -3.092208], [-0.503081, -4.409856, -1.473721], [-1.118438, -4.033304, -0.430537], [-0.496904, -2.843294, 0.693934], [-2.441822, -4.643405, -0.203266], [-3.263769, -4.588902, 0.912948], [-4.441669, -5.327780, 0.903394], [-4.785433, -6.115748, -0.185770], [-3.967922, -6.167655, -1.315253], [-2.818454, -5.419289, -1.296965], [-2.987490, -3.993847, 1.772269], [-5.095067, -5.296048, 1.763229], [-5.690363, -6.704197, -0.158411], [-4.220508, -6.775286, -2.172205]], "forces_ev_per_angstrom": [[-0.893, -0.640, 1.539], [0.196, 0.672, -0.988], [-0.867, 0.137, 1.033], [0.334, -0.056, -0.335], [-0.017, -0.136, 0.034], [-0.003, 0.062, -0.061], [0.107, -0.123, -0.067], [0.362, -0.068, -0.254], [-1.643, -0.204, 0.284], [0.223, 0.084, -0.128], [0.014, 0.029, -0.055], [0.023, 0.052, -0.007], [0.011, -0.031, -0.064], [-0.038, -0.017, -0.009], [0.029, 0.149, -0.165], [0.259, -0.065, 0.132], [0.051, 0.066, 0.010], [-0.005, -0.074, 0.012], [0.068, 0.075, 0.042], [-0.018, 0.084, -0.014], [0.111, 0.048, 0.145], [0.066, 0.043, 0.012], [-0.037, 0.061, -0.022], [-0.037, 0.012, 0.045], [-0.031, -0.035, 0.077], [-0.095, -0.056, 0.126], [0.026, 0.048, 0.060], [-0.004, -0.039, 0.066], [-0.056, -0.048, -0.005], [-0.034, -0.077, 0.026], [-0.058, -0.084, -0.099], [0.048, -0.075, -0.047], [-0.024, -0.010, -0.020], [-0.011, 0.018, -0.013], [-0.104, 0.004, -0.054], [0.074, -0.106, -0.118], [-0.207, 0.246, 0.675], [0.060, -0.186, -0.061], [-0.273, 0.517, 0.466], [0.717, -2.221, -1.489], [-0.586, -0.498, -3.831], [0.051, 0.015, -0.084], [-0.620, -2.619, -1.005], [-0.567, 1.417, 0.205], [0.492, 0.723, -0.238], [0.010, -0.010, -0.048], [0.008, 0.014, -0.082], [-0.043, 0.350, -0.130], [-0.246, -0.239, 0.116], [-0.076, 0.144, -0.153], [1.909, 0.268, 1.915], [-0.169, -0.078, -0.289], [-0.235, -0.041, 0.037], [1.085, 1.962, 2.804], [-0.028, 0.082, -0.073], [0.029, 0.104, 0.002], [-0.012, 0.041, -0.120], [0.010, -0.128, -0.093], [0.065, -0.091, -0.116], [-0.011, -0.134, 0.003], [-0.064, -0.019, -0.050], [0.002, -0.090, 0.119], [-0.023, 0.074, 0.102], [-0.282, -0.064, -0.032], [0.347, 0.673, 0.462], [-0.101, -0.382, 0.217], [0.116, 0.185, -0.291], [0.508, -0.494, -0.780], [0.536, 0.712, 0.641], [-0.739, -0.031, 0.426], [0.148, 0.101, -0.282], [-0.054, 0.014, 0.050], [0.065, -0.001, -0.053], [-0.069, -0.004, -0.048], [0.345, 0.109, -0.160], [0.022, -0.006, 0.119], [-0.022, -0.056, 0.044], [-0.059, -0.014, 0.000], [-0.062, -0.045, -0.013]]}

=====

We obtain energy relative to the best compared isomer or geometry (same formula, charge and spin) values of 0.907, 3.595 eV for the records listed above, in that order.
We obtain E values of -73031.9988, -191028.3771 eV for the records listed above, in that order.